Molecular formula: C12H19AuFN4O2
Method: DFT, wB97M-V/def2-TZVPD

Last column: Mulliken charge in e.
Cartesian coordinates (Å):
Au (-0.450, 2.304, 0.983)  -0.047
F (5.780, 3.843, -0.868)  -0.339
C (4.677, 3.370, -0.201)  0.452
C (4.270, 2.054, -0.502)  -0.537
C (3.149, 1.549, 0.204)  -0.108
C (2.444, 2.310, 1.162)  0.259
C (1.291, 1.763, 1.855)  -1.085
C (2.932, 3.621, 1.421)  -0.400
C (3.995, 4.148, 0.684)  -0.329
H (4.816, 1.376, -1.182)  0.347
H (2.701, 0.559, -0.219)  0.034
H (1.306, 2.079, 2.890)  0.475
H (1.275, 0.649, 1.763)  0.234
H (2.463, 4.157, 2.213)  0.402
H (4.393, 5.232, 0.767)  0.246
O (-2.099, 3.830, 2.199)  -0.444
N (-2.893, 3.635, 1.212)  0.219
O (-2.424, 2.914, 0.289)  -0.391
C (-3.072, -0.921, 0.946)  -1.126
N (-2.533, -1.596, -0.180)  0.269
C (-3.476, -1.736, -1.263)  -1.190
C (-1.234, -2.044, -0.250)  0.434
N (-0.364, -1.458, 0.569)  -0.645
N (-1.007, -2.962, -1.277)  0.189
C (0.331, -2.986, -1.855)  -1.256
C (-1.809, -4.228, -1.277)  -0.986
H (-4.007, -1.476, 1.235)  0.287
H (-3.348, 0.123, 0.819)  0.315
H (-2.366, -0.835, 1.753)  0.398
H (-3.837, -0.692, -1.555)  0.310
H (-4.375, -2.262, -0.921)  0.344
H (-3.122, -2.178, -2.157)  0.417
H (0.627, -1.729, 0.380)  0.191
H (1.038, -3.615, -1.342)  0.359
H (0.683, -1.962, -1.809)  0.470
H (0.277, -3.235, -2.938)  0.294
H (-1.438, -4.795, -0.354)  0.295
H (-1.759, -4.791, -2.205)  0.304
H (-2.838, -4.015, -0.991)  0.336

The value obtained for the LUMO energy is 2.538 eV. The highest occupied orbital energy comes out at -3.6 eV. As for the HOMO-LUMO gap: 6.12 eV. As for the total charge: -1. For the molar mass, the calculation gives 467.275 g/mol. Its total energy is -1073.6221 a.u.